1.
130
Properties=species:S:1:pos:R:3:forces:R:3:lowdin_charge:R:1 method="wB97M-V/def2-TZVPD" max_force_ev_per_a=5.98 energy_ev=-81283.6160 orbital_gap_ev=9.75
C 1.1219 0.1603 0.9959 0.00 -0.05 -1.35 -0.04
C 0.2190 1.1193 0.2311 -0.63 0.81 0.34 -0.18
O 0.4282 0.9608 -1.2056 -0.71 0.80 -1.64 0.00
C -0.2571 1.7525 -2.1130 -1.11 0.25 1.50 -0.31
O -1.1331 2.5530 -1.8560 1.29 -1.01 0.08 0.13
C 0.0994 1.4686 -3.6170 0.50 0.45 0.99 -0.51
F 1.2410 0.8014 -3.5953 0.52 -0.37 -0.84 0.16
F -0.8530 0.6795 -4.1712 0.49 0.76 0.06 0.14
F 0.2667 2.6142 -4.3204 -0.63 -1.90 0.66 0.16
H 2.1275 0.2731 0.5908 0.21 0.13 0.35 0.07
H 0.8368 -0.8650 0.7603 -0.19 -0.06 0.28 0.06
H 1.1329 0.3349 2.0718 -0.10 0.09 -0.21 0.07
H 0.3846 2.1693 0.4724 0.51 0.11 0.01 0.11
H -0.8332 1.0256 0.4997 -0.16 -0.51 -0.34 0.09
C -3.3277 2.3489 1.2700 0.55 -0.01 1.11 -0.09
O -2.7228 1.3385 2.0754 -0.37 -0.86 -0.36 -0.24
C -3.1195 0.0132 1.6794 1.69 -0.21 1.95 -0.16
C -2.2674 -1.0434 2.5064 -1.41 1.87 -1.30 -0.21
O -2.6988 -1.1061 3.8272 0.87 -0.79 0.97 -0.14
C -1.7756 -1.8441 4.6993 -1.57 0.47 -0.24 -0.15
C -2.2704 -1.7014 6.1511 2.03 -1.81 0.94 -0.20
O -3.1875 -2.6719 6.6641 -0.61 1.23 -1.06 -0.17
C -4.4584 -2.3790 6.1579 -1.77 -1.46 0.11 -0.14
H -3.0984 2.1320 0.2267 -0.36 0.53 -0.08 0.05
H -2.8993 3.2736 1.6567 0.40 0.16 -0.56 0.09
H -4.3806 2.4847 1.5169 -0.37 -0.55 -0.50 0.09
H -2.8287 -0.2143 0.6539 -0.37 0.32 -0.43 0.10
H -4.1824 -0.1245 1.8780 -0.10 -0.08 -0.21 0.12
H -1.2284 -0.7151 2.4761 0.25 -0.27 -0.30 0.09
H -2.4455 -1.9347 1.9048 0.42 -0.67 0.39 0.10
H -0.7279 -1.5693 4.5770 -0.02 1.12 0.16 0.10
H -1.6648 -2.8822 4.3861 -0.86 -0.46 0.12 0.11
H -2.5412 -0.7093 6.5124 -0.09 0.20 -0.61 0.12
H -1.4220 -2.0383 6.7469 0.62 0.69 -0.04 0.12
H -5.2198 -2.8642 6.7686 0.14 -0.04 0.60 0.08
H -4.6455 -2.8880 5.2124 0.34 0.45 -0.60 0.08
H -4.7691 -1.3351 6.1152 0.60 0.24 -0.13 0.09
C -1.3217 -6.5625 -5.3447 0.38 -0.59 0.84 -0.12
O -0.9528 -5.5409 -4.4353 -0.39 0.88 -0.82 -0.19
C -1.2244 -4.2470 -5.0223 0.02 -0.41 0.55 -0.19
C -1.1574 -3.1880 -3.9144 -0.66 -0.91 -1.13 -0.16
O -2.3139 -3.3203 -3.0722 0.87 -0.25 0.55 -0.12
C -2.0611 -3.9097 -1.7891 0.05 1.39 0.06 -0.20
C -3.3091 -3.9652 -0.9838 -1.83 0.17 -0.18 -0.18
O -3.7966 -2.6546 -0.5795 1.36 -0.14 -1.21 -0.21
C -4.9839 -2.6146 0.1464 0.02 -0.95 1.65 -0.12
H -2.3991 -6.6031 -5.5049 -0.10 0.39 -0.39 0.09
H -1.0881 -7.5150 -4.8690 0.22 0.01 0.06 0.08
H -0.7309 -6.5024 -6.2587 -0.25 0.10 -0.28 0.09
H -2.1823 -4.2618 -5.5422 -0.59 0.02 0.53 0.12
H -0.5694 -4.0202 -5.8635 0.84 -0.02 0.19 0.12
H -1.1738 -2.2180 -4.4113 -0.15 0.21 0.24 0.11
H -0.1892 -3.3005 -3.4265 -0.16 0.03 0.52 0.13
H -1.4220 -3.2625 -1.1884 0.70 0.15 -0.20 0.13
H -1.6284 -4.9097 -1.8195 0.03 -0.09 -0.43 0.12
H -3.1327 -4.6484 -0.1530 0.02 0.30 0.63 0.12
H -4.0717 -4.4644 -1.5816 -0.36 0.05 -0.14 0.13
H -5.1452 -1.6891 0.6991 0.45 0.49 -0.69 0.07
H -4.8174 -3.3018 0.9760 -0.66 -0.56 0.22 0.09
H -5.9186 -2.8431 -0.3656 0.18 -0.24 -0.48 0.09
C 2.5199 3.3346 2.9323 0.88 -1.10 -1.28 -0.06
O 2.9264 1.9507 2.7893 -1.48 0.48 -1.09 -0.22
C 3.8089 1.4605 3.7530 -0.31 0.26 0.72 -0.20
C 4.1761 -0.0313 3.6205 -1.55 1.47 -0.48 -0.18
O 4.7300 -0.2254 2.3410 0.60 -0.07 1.31 -0.14
C 5.2518 -1.5224 2.2075 0.33 0.16 -1.24 -0.20
C 5.6643 -1.5404 0.7245 -0.45 -0.62 1.13 -0.19
O 6.1940 -2.7970 0.3741 -1.19 0.06 0.12 -0.19
C 7.5414 -3.0372 0.6296 0.42 0.29 -1.22 -0.12
H 3.4233 3.9443 2.9478 -0.02 0.29 0.72 0.09
H 1.7722 3.5500 3.6957 0.43 -0.21 0.50 0.07
H 2.0653 3.6086 1.9802 -0.20 -0.24 -0.09 0.07
H 3.2990 1.6338 4.7006 0.38 -0.29 0.64 0.12
H 4.6898 2.1005 3.7013 0.55 -0.24 0.26 0.12
H 3.3143 -0.6950 3.6910 -0.56 0.18 0.10 0.12
H 4.7386 -0.2689 4.5234 0.99 -0.11 -0.31 0.13
H 4.5152 -2.2966 2.4222 -0.36 -0.05 -0.13 0.13
H 6.0900 -1.7288 2.8730 0.30 0.29 0.16 0.12
H 6.2959 -0.6701 0.5462 0.48 -0.15 -0.20 0.13
H 4.7375 -1.3795 0.1737 0.12 -0.18 -0.29 0.13
H 7.6864 -4.0759 0.3325 0.29 0.01 0.34 0.09
H 7.9314 -2.8270 1.6255 -0.37 -0.09 0.29 0.08
H 8.0747 -2.4100 -0.0848 0.69 0.02 0.06 0.09
C -0.2645 5.7463 -4.8352 -0.20 0.34 -1.15 -0.13
O 0.3511 5.0348 -3.8235 1.04 0.80 2.22 -0.20
C 1.2302 5.8305 -2.9778 -0.42 -1.46 0.06 -0.15
C 1.7278 5.0026 -1.8183 0.07 -1.31 -0.41 -0.18
O 2.6667 3.9546 -2.2023 -1.12 1.41 0.28 -0.13
C 3.0535 3.3196 -1.0152 1.95 -1.73 -0.84 -0.18
C 3.9455 2.0455 -1.3597 -1.68 -0.71 1.45 -0.22
O 5.1038 2.1193 -2.0689 1.35 1.53 -2.58 -0.16
C 4.9248 2.2968 -3.4942 0.43 0.14 -0.08 -0.07
H -1.1962 5.2587 -5.1221 0.18 -0.39 -0.09 0.08
H 0.4262 5.7846 -5.6775 -0.18 0.13 -0.46 0.09
H -0.5704 6.7712 -4.6250 0.25 0.27 0.60 0.08
H 0.6552 6.6106 -2.4788 -0.01 0.54 -0.45 0.13
H 2.1257 6.1793 -3.4922 -0.25 0.41 -0.46 0.13
H 0.8899 4.5136 -1.3214 -0.38 -0.14 -0.07 0.11
H 2.1566 5.6354 -1.0412 0.43 0.32 -0.15 0.12
H 2.1770 2.9732 -0.4674 -0.03 -0.18 0.22 0.09
H 3.6350 3.9980 -0.3909 0.07 0.19 0.21 0.12
H 3.3367 1.2622 -1.8113 -0.74 0.13 -0.25 0.11
H 4.3076 1.5567 -0.4552 -0.53 0.42 0.75 0.12
H 4.4528 1.4384 -3.9721 -0.28 -0.27 0.32 0.08
H 5.8907 2.4034 -3.9880 0.30 -0.15 0.51 0.08
H 4.3783 3.1895 -3.7986 -0.29 0.04 0.55 0.08
C -3.5679 4.9135 -2.8176 -0.03 0.80 1.36 -0.11
C -3.9056 4.4116 -4.1179 -0.97 -1.37 -4.23 -0.29
N -4.1947 4.0468 -5.2066 1.03 1.19 3.73 0.12
H -4.4395 4.9057 -2.1631 -0.10 -0.41 -0.08 0.07
H -3.2954 5.9688 -2.8316 0.21 0.04 -0.48 0.08
H -2.7656 4.3782 -2.3100 -0.06 -0.26 -0.32 0.06
C -0.7508 1.8844 4.4326 0.24 -0.22 -0.02 -0.05
C -0.0267 1.0735 5.4217 0.12 -0.23 0.58 -0.27
N 0.4702 0.4553 6.2637 -0.29 0.51 -0.87 0.14
H -0.1985 2.7954 4.2021 -0.07 0.02 0.23 0.06
H -1.7399 2.1180 4.8265 0.07 0.05 -0.07 0.09
H -0.8860 1.3566 3.4885 -0.05 -0.13 0.17 0.05
C -3.4165 -0.1212 -2.4909 -0.84 -0.65 -0.20 -0.06
C -4.0967 1.1091 -2.1351 -1.32 3.65 0.73 -0.24
N -4.6366 2.1277 -1.8801 1.58 -3.33 -0.72 0.16
H -3.2714 -0.1707 -3.5700 0.36 0.21 0.10 0.09
H -4.1226 -0.9233 -2.2762 0.17 -0.20 0.15 0.07
H -2.5147 -0.3320 -1.9161 -0.01 0.27 -0.14 0.08
C -0.1863 -5.8563 1.3659 0.16 1.15 -0.44 -0.06
C -0.0099 -4.4089 1.6949 -0.03 4.72 1.44 -0.21
N 0.0964 -3.2369 1.9482 -0.41 -5.83 -1.29 0.15
H -0.6415 -5.8785 0.3757 0.22 -0.12 -0.17 0.06
H -0.8750 -6.4077 2.0060 0.33 0.32 0.39 0.09
H 0.8143 -6.2868 1.3241 -0.23 -0.28 0.05 0.08

---

2.
5
Properties=species:S:1:pos:R:3:forces:R:3:lowdin_charge:R:1 method="wB97M-V/def2-TZVPD" max_force_ev_per_a=2.94 energy_ev=-25220.0063 orbital_gap_ev="9.12 / 5.99"
N 0.6613 -1.3831 -0.9824 0.37 -0.04 -1.43 -0.54
O -0.5021 0.6179 0.5933 1.49 2.51 0.31 -0.80
S 0.3178 -1.6813 0.3996 0.05 -1.00 1.11 0.69
S -0.8258 1.3380 -0.8529 -0.29 -0.23 -0.15 0.60
H 0.3489 1.1086 0.8424 -1.62 -1.23 0.17 0.04

---

3.
48
Properties=species:S:1:pos:R:3:forces:R:3:lowdin_charge:R:1 method="wB97M-V/def2-TZVPD" max_force_ev_per_a=3.11 energy_ev=-29759.4885 orbital_gap_ev=6.17
C -1.2884 -0.9119 2.0579 -0.34 -0.30 -0.12 -0.02
N -0.0718 -0.1571 2.3319 -0.40 0.48 0.01 -0.22
C 1.2004 -0.8088 2.0657 0.61 0.21 0.17 -0.03
C -0.1481 1.1462 2.4932 -0.04 0.90 0.06 0.10
H -1.0076 -1.9698 1.9533 -0.38 0.38 0.16 0.09
H -2.0158 -0.7728 2.8679 0.26 -0.14 -0.17 0.10
H -1.7561 -0.5784 1.1189 0.18 -0.06 0.20 0.10
H 1.0113 -1.8763 1.9547 0.29 0.13 0.14 0.08
H 1.6511 -0.4243 1.1325 -0.25 -0.17 0.33 0.10
H 1.9056 -0.6126 2.8874 -0.23 -0.22 -0.25 0.10
H 0.7876 1.7130 2.5897 -0.53 -0.26 -0.42 0.11
H -1.0984 1.6455 2.2986 0.33 -0.34 -0.29 0.11
C 4.0301 2.4514 4.4772 0.49 0.20 -0.15 -0.08
C 2.8263 2.1141 5.2999 -0.14 -0.03 -0.21 -0.22
O 1.6699 2.3120 4.4562 0.58 0.00 0.23 -0.05
C 0.5148 2.2808 5.1436 -0.87 0.50 0.94 -0.45
C -0.7108 2.6156 4.3707 2.06 0.85 -0.97 -0.08
C -0.7277 3.7035 3.3456 -0.70 -0.68 0.25 -0.48
O -1.7354 4.0792 2.7426 0.94 -0.32 0.25 0.04
O 0.4703 4.1931 2.9932 0.05 0.43 -0.58 -0.02
C 0.4341 5.1272 1.8582 -0.05 -0.45 0.59 -0.20
C 1.8589 5.2014 1.3965 0.37 0.20 -0.11 -0.08
C -1.9484 2.2302 4.9577 -2.72 -1.08 1.05 -0.17
C -3.2146 2.7991 4.5923 1.05 -0.07 0.02 -0.02
C -4.4123 2.2878 5.0310 -0.49 -1.01 0.67 -0.01
C -4.4379 1.1399 5.8680 1.01 0.17 -0.29 -0.29
O -5.6262 0.5348 6.1156 -0.52 -0.66 0.55 -0.10
C -5.6810 -0.7318 6.8297 -0.02 0.90 -0.42 -0.07
C -3.2156 0.6370 6.3493 -0.87 -0.10 -0.25 -0.03
C -2.0201 1.1580 5.8946 0.31 0.58 -0.50 -0.03
O 0.5237 1.9834 6.3339 0.20 0.18 -0.91 0.06
H 4.9155 2.2029 5.0645 0.11 0.04 -0.10 0.08
H 4.0778 1.9032 3.5319 -0.08 -0.03 0.13 0.07
H 4.0615 3.5212 4.2525 -0.02 -0.12 -0.02 0.08
H 2.8490 1.0708 5.6400 -0.08 0.25 0.04 0.13
H 2.7643 2.7747 6.1725 -0.11 -0.28 -0.15 0.13
H -0.2095 4.7307 1.0627 0.03 0.10 0.40 0.12
H 0.0275 6.0875 2.2128 0.13 -0.35 -0.20 0.13
H 1.9163 5.7618 0.4616 0.07 0.04 0.04 0.08
H 2.4996 5.6857 2.1408 -0.07 -0.11 -0.14 0.08
H 2.2362 4.1900 1.2122 -0.01 0.16 0.02 0.08
H -3.2215 3.6391 3.9005 -0.15 -0.38 0.44 0.10
H -5.3392 2.7535 4.6894 0.17 -0.31 0.18 0.11
H -6.7470 -0.9668 6.8132 0.22 -0.11 0.11 0.09
H -5.1147 -1.5314 6.3275 -0.07 0.37 -0.01 0.09
H -5.3360 -0.6458 7.8707 -0.05 0.13 -0.29 0.09
H -3.2027 -0.2104 7.0433 0.01 0.36 -0.29 0.10
H -1.1033 0.7319 6.2850 -0.27 0.02 -0.15 0.10

---

4.
28
Properties=species:S:1:pos:R:3:forces:R:3:lowdin_charge:R:1 method="wB97M-V/def2-TZVPD" max_force_ev_per_a=2.82 energy_ev=-14511.7056 orbital_gap_ev=8.26
C -3.8041 -4.2399 -0.1669 1.32 -0.72 1.33 0.00
C -2.8619 -4.3169 0.7931 0.63 1.21 -0.30 -0.16
C -1.8450 -3.2154 0.9475 -0.07 0.48 -1.61 -0.12
C -1.9776 -2.0558 0.2709 0.30 1.69 0.25 -0.09
C -0.9538 -0.8991 -0.0416 -0.93 0.97 -0.03 -0.25
N 0.2179 -0.7695 0.8555 -0.38 0.00 -1.07 -0.01
H -3.6329 -3.5064 -0.9293 -0.73 0.28 -0.25 0.05
H -4.5975 -4.9612 -0.1748 -0.20 -0.19 -0.48 0.05
H -2.6758 -5.1829 1.4163 -0.69 0.05 0.30 0.09
H -0.9021 -3.3993 1.4474 -0.01 -0.36 0.09 0.09
H -2.9668 -1.7579 -0.1103 0.46 -0.49 -0.06 0.10
H -1.4355 0.1450 -0.0741 -0.03 -1.60 0.51 0.11
H -0.6883 -0.9600 -1.1168 0.20 -0.58 0.44 0.11
H 1.0716 -0.7013 0.3123 -0.15 0.37 -0.37 0.04
H 0.3468 -1.6545 1.2637 0.05 -1.37 1.10 0.03
C 1.3441 4.6095 -2.2885 -0.23 1.51 -2.33 -0.02
C 1.7332 3.6569 -1.4919 1.36 -0.94 1.41 -0.25
N 0.9629 3.0102 -0.5567 -1.21 0.77 -0.81 0.01
C 1.3949 2.0318 0.2581 0.69 -2.20 1.63 -0.27
N 2.5163 1.4122 0.1648 -0.23 1.82 -1.19 -0.08
N 2.8719 0.6267 1.2592 -0.38 -0.80 -0.46 -0.04
H 0.3277 4.9546 -2.5757 0.74 -0.41 0.73 0.07
H 2.1698 5.0218 -2.8721 -0.50 0.15 -0.03 0.05
H 2.7968 3.3801 -1.4188 -0.61 0.12 -0.10 0.12
H 0.0108 3.3512 -0.4760 0.34 -0.41 0.22 0.15
H 0.6939 1.7025 1.0525 0.14 0.61 -0.29 0.12
H 3.3621 -0.1971 0.8481 -0.67 0.72 0.79 0.09
H 1.9581 0.3819 1.6647 0.78 -0.69 0.59 0.03

---

5.
11
Properties=species:S:1:pos:R:3:forces:R:3:lowdin_charge:R:1 method="wB97M-V/def2-TZVPD" max_force_ev_per_a=4.18 total_charge=+1 energy_ev=-14430.5868 orbital_gap_ev="10.05 / 10.05"
N 1.8023 -0.1140 0.0803 -0.24 0.31 0.37 -0.09
P 0.1671 -0.0096 0.0121 -2.97 1.75 0.08 0.95
N -0.9085 1.7231 0.6602 2.29 -2.98 -1.82 -0.02
C -0.6613 -0.7834 -1.3500 0.33 -0.04 1.91 -0.10
C -0.8202 -1.4677 -0.2076 0.75 1.52 -0.75 -0.11
H 2.2482 -0.3940 0.9520 -0.15 0.09 -0.17 0.09
H 2.3602 0.5409 -0.4603 -0.11 -0.08 0.03 0.09
H -0.2625 2.2595 1.2322 0.14 -0.10 0.20 0.01
H -1.6582 1.3681 1.2443 0.03 -0.32 0.24 0.01
H -0.9577 -0.8026 -2.3803 0.00 0.10 -0.26 0.09
H -1.3093 -2.3203 0.2172 -0.07 -0.25 0.16 0.09

---

6.
17
Properties=species:S:1:pos:R:3:forces:R:3:lowdin_charge:R:1 method="wB97M-V/def2-TZVPD" max_force_ev_per_a=0.57 energy_ev=-9436.8119 orbital_gap_ev="7.97 / 7.97"
C -2.2280 -0.4171 -0.5703 -0.04 -0.04 0.06 -0.09
C -0.8483 0.2206 -0.6976 -0.11 0.09 -0.32 -0.13
C -0.0967 -0.1013 0.7506 0.14 0.11 0.17 -0.58
O 0.1439 -1.3725 0.8812 0.09 0.12 0.13 -0.12
C 1.0261 0.7519 0.4077 -0.14 -0.13 0.01 0.00
C 2.1275 0.3681 -0.5121 0.00 -0.28 -0.32 -0.28
O 2.0440 -0.4404 -1.4077 0.07 0.39 0.41 0.07
H -2.7659 -0.2981 -1.5177 0.09 0.00 0.12 0.08
H -2.1238 -1.4805 -0.3439 -0.02 0.15 -0.03 0.08
H -2.8208 0.0568 0.2188 0.10 -0.07 -0.10 0.08
H -0.2539 -0.2635 -1.4727 -0.08 0.09 0.14 0.11
H -0.9427 1.2914 -0.9017 0.04 -0.15 0.04 0.11
H -0.7500 0.3850 1.5045 0.06 -0.10 -0.11 0.15
H 1.4747 -1.0434 1.6234 -0.13 -0.05 -0.12 0.12
H 1.9913 -0.3970 1.7321 0.01 0.08 -0.02 0.13
H 0.9530 1.8213 0.6216 0.00 -0.15 -0.04 0.13
H 3.0696 0.9187 -0.3162 -0.07 -0.07 -0.01 0.12

---

7.
11
Properties=species:S:1:pos:R:3:forces:R:3:lowdin_charge:R:1 method="wB97M-V/def2-TZVPD" max_force_ev_per_a=4.01 energy_ev=-7197.1010 orbital_gap_ev=8.76
C -1.0007 1.2129 0.0488 -1.25 -1.29 1.14 -0.01
C -0.5357 -0.2505 -0.0087 2.84 2.49 0.44 -0.52
O -1.4745 -0.9634 -0.0987 -0.97 -3.46 -0.14 0.05
N 0.8443 -0.5830 0.1310 -4.01 -0.16 0.18 -0.03
N 1.8782 0.2753 -0.1093 2.24 -0.48 -0.14 -0.01
H -0.3349 1.9907 0.2459 1.29 1.27 0.05 0.03
H -1.6286 1.3746 -0.8204 0.21 0.21 -0.20 0.08
H -1.7291 1.1719 0.9176 0.87 0.20 -0.93 0.11
H 1.1732 -1.5161 0.2581 -0.59 -0.59 -0.25 0.13
H 2.7754 -0.1528 0.1316 -0.71 1.25 -0.17 0.10
H 1.7014 1.2185 -0.3356 0.09 0.56 0.02 0.06

---

8.
12
Properties=species:S:1:pos:R:3:forces:R:3:lowdin_charge:R:1 method="wB97M-V/def2-TZVPD" max_force_ev_per_a=3.27 energy_ev=-28396.6826 orbital_gap_ev=8.08
C 0.7537 0.1881 -0.8071 0.27 -0.90 1.11 -0.31
C 0.6353 1.4958 -0.8575 0.47 2.34 -2.08 -0.06
C 0.8052 -1.4797 0.9461 2.21 -2.07 -1.10 0.00
N 0.4884 -0.3862 0.4642 -0.34 0.91 -1.34 -0.17
O -2.3720 0.2745 1.7346 1.29 0.78 0.69 -0.60
S -2.4812 -0.3256 -0.8400 0.57 0.19 -0.96 0.21
S -1.5836 0.6278 0.5445 -3.04 -0.94 0.75 0.44
H 0.7525 -0.5177 -1.6313 0.12 0.32 -0.09 0.12
H 0.6019 2.1097 0.0642 -0.01 -0.48 -0.87 0.07
H 0.5808 2.0253 -1.8820 0.31 -0.85 1.94 0.11
H 0.1571 -1.8273 1.6984 -0.34 -0.64 1.43 0.07
H 1.6620 -2.1847 0.5659 -1.52 1.35 0.53 0.13

---

ΔE to the lowest compared entry with this formula, charge and spin for every record listed, in sequence, given in kJ/mol: 0.0, 182.0, 307.2, 232.6, 253.1, 601.2, 259.2, 342.3.